[1]
{
  "formula": "C39H53AsIKN6O8PS",
  "method": "ωB97M-V/def2-TZVPD",
  "species": ["K", "O", "As", "O", "O", "C", "C", "C", "C", "C", "C", "S", "O", "O", "O", "H", "H", "H", "H", "H", "C", "C", "O", "C", "C", "H", "H", "H", "H", "H", "H", "H", "H", "H", "H", "C", "C", "C", "P", "C", "C", "C", "C", "C", "C", "H", "H", "H", "H", "H", "H", "H", "H", "H", "H", "H", "H", "H", "H", "H", "H", "H", "H", "H", "H", "H", "N", "C", "O", "C", "I", "H", "H", "H", "H", "N", "C", "C", "C", "C", "C", "C", "N", "C", "C", "C", "C", "N", "C", "C", "H", "H", "H", "H", "H", "H", "H", "H", "H", "N", "C", "C", "C", "C", "C", "N", "C", "H", "H", "H", "H"],
  "coordinates": [[0.179, -0.002, -1.102], [-3.464, -0.931, 0.513], [-3.334, -1.220, -1.240], [-4.376, -2.428, -1.564], [-1.722, -1.325, -1.553], [-3.977, 0.426, -2.107], [-5.165, 0.185, -2.800], [-5.798, 1.170, -3.546], [-5.239, 2.434, -3.610], [-4.060, 2.689, -2.924], [-3.424, 1.706, -2.180], [-1.889, 2.254, -1.402], [-2.026, 3.691, -1.224], [-1.773, 1.508, -0.155], [-0.819, 1.904, -2.348], [-4.105, -1.582, 0.820], [-5.583, -0.813, -2.741], [-6.720, 0.945, -4.068], [-5.710, 3.225, -4.181], [-3.620, 3.677, -2.951], [3.840, 1.831, 1.821], [3.393, 0.509, 2.399], [3.585, -0.502, 1.433], [3.187, -1.775, 1.902], [3.390, -2.785, 0.797], [3.708, 2.632, 2.549], [3.242, 2.075, 0.940], [4.891, 1.786, 1.530], [2.332, 0.561, 2.678], [3.967, 0.266, 3.306], [2.134, -1.738, 2.202], [3.779, -2.040, 2.791], [2.829, -2.497, -0.092], [3.048, -3.773, 1.114], [4.446, -2.863, 0.531], [0.745, -0.136, -4.638], [2.254, 0.117, -4.659], [3.001, -1.193, -4.893], [2.709, 1.017, -3.088], [4.568, 0.868, -2.961], [5.151, 1.975, -2.081], [4.901, -0.480, -2.313], [2.352, 2.752, -3.675], [2.146, 3.727, -2.516], [3.288, 3.323, -4.740], [0.411, -0.491, -5.618], [0.167, 0.754, -4.382], [0.497, -0.912, -3.909], [2.485, 0.785, -5.497], [2.798, -1.901, -4.085], [4.080, -1.051, -4.975], [2.653, -1.650, -5.824], [5.031, 0.929, -3.952], [4.642, 1.997, -1.114], [5.073, 2.963, -2.528], [6.210, 1.776, -1.886], [4.607, -0.466, -1.259], [5.980, -0.663, -2.361], [4.389, -1.319, -2.780], [1.364, 2.611, -4.128], [3.036, 3.832, -1.890], [1.312, 3.398, -1.895], [1.898, 4.719, -2.905], [4.228, 3.666, -4.304], [2.828, 4.185, -5.230], [3.534, 2.596, -5.518], [-0.513, -3.691, -2.307], [0.813, -3.572, -2.380], [1.447, -2.561, -2.079], [1.586, -4.799, -2.846], [1.330, -5.134, -4.946], [-1.080, -2.842, -2.049], [-0.958, -4.523, -2.653], [1.260, -5.712, -2.355], [2.643, -4.629, -2.690], [-3.613, -1.511, 5.300], [-4.447, -2.205, 6.142], [-5.303, -1.810, 7.163], [-6.006, -2.811, 7.807], [-5.863, -4.158, 7.445], [-5.014, -4.546, 6.427], [-4.295, -3.552, 5.764], [-3.398, -3.651, 4.722], [-3.015, -2.428, 4.471], [-2.060, -2.050, 3.430], [-1.606, -3.013, 2.532], [-0.726, -2.628, 1.536], [-0.269, -1.387, 1.399], [-0.700, -0.471, 2.258], [-1.592, -0.750, 3.282], [-3.493, -0.515, 5.259], [-5.417, -0.771, 7.444], [-6.685, -2.549, 8.608], [-6.437, -4.906, 7.978], [-4.901, -5.583, 6.139], [-1.954, -4.034, 2.605], [-0.384, -3.347, 0.798], [-0.336, 0.541, 2.117], [-1.899, 0.063, 3.930], [-1.046, 4.803, 6.341], [-0.800, 4.533, 5.250], [-0.490, 4.198, 3.900], [-1.117, 4.844, 2.830], [-0.775, 4.458, 1.551], [0.169, 3.449, 1.391], [0.770, 2.829, 2.400], [0.446, 3.200, 3.631], [-1.859, 5.609, 3.015], [-1.255, 4.867, 0.672], [0.412, 3.132, 0.388], [0.939, 2.686, 4.449]],
  "forces_ev_per_angstrom": [[1.173, -0.394, 0.405], [-0.002, 0.069, -0.001], [-0.021, 1.247, 0.376], [-0.192, -0.495, -0.207], [-0.080, -0.973, -0.456], [-0.256, -0.349, 0.011], [-0.070, -0.024, -0.017], [0.069, -0.017, 0.048], [0.068, -0.057, 0.070], [-0.099, 0.241, -0.148], [0.235, 0.201, 0.107], [-0.118, -0.037, -0.237], [-0.036, -0.030, 0.013], [-0.031, 0.040, 0.147], [-0.354, 0.404, -0.126], [-0.110, -0.068, -0.017], [-0.001, 0.004, 0.002], [0.009, -0.008, 0.005], [-0.006, -0.011, -0.001], [0.011, -0.030, 0.020], [0.014, -0.003, -0.070], [-0.055, 0.044, 0.054], [0.083, 0.018, -0.102], [-0.027, -0.024, 0.062], [0.033, -0.053, -0.052], [-0.013, -0.034, -0.015], [0.021, 0.003, 0.035], [0.008, -0.011, 0.001], [0.012, 0.004, 0.008], [0.007, 0.001, 0.002], [0.013, -0.025, -0.010], [0.010, 0.001, -0.001], [-0.019, 0.004, -0.012], [-0.018, 0.034, 0.037], [-0.007, 0.040, 0.003], [-0.051, -0.016, -0.052], [0.142, 0.004, -0.059], [-0.052, -0.036, -0.002], [0.064, 0.005, 0.212], [-0.113, 0.108, -0.076], [-0.022, -0.026, 0.040], [0.009, -0.062, 0.066], [-0.002, -0.057, -0.071], [-0.033, 0.039, 0.034], [0.053, -0.037, -0.012], [-0.009, 0.009, 0.017], [-0.010, -0.026, 0.001], [0.019, 0.019, 0.004], [-0.012, 0.017, 0.016], [0.009, 0.020, -0.037], [-0.022, 0.000, -0.007], [-0.008, 0.006, 0.007], [-0.055, -0.023, -0.050], [0.008, 0.003, -0.006], [-0.004, 0.019, -0.017], [-0.015, 0.002, -0.012], [-0.016, 0.002, -0.021], [-0.013, -0.002, 0.013], [0.057, 0.033, 0.044], [0.010, 0.014, -0.013], [0.002, -0.032, -0.032], [0.027, 0.011, -0.008], [-0.015, -0.017, 0.020], [0.017, -0.006, 0.010], [-0.008, 0.001, 0.024], [-0.027, 0.018, 0.017], [-0.095, 0.426, 0.142], [0.295, 0.081, -0.050], [-0.256, -0.132, -0.004], [-0.050, 0.039, -0.014], [0.000, 0.010, 0.045], [0.090, -0.228, -0.030], [-0.069, 0.060, 0.006], [-0.011, -0.003, 0.002], [0.008, -0.002, 0.006], [0.104, 0.089, -0.082], [-0.079, -0.208, 0.018], [0.019, 0.043, 0.006], [-0.027, 0.054, 0.037], [-0.011, -0.091, 0.001], [0.022, 0.031, -0.016], [-0.070, 0.218, 0.100], [0.128, -0.100, -0.119], [-0.192, -0.087, 0.212], [0.191, 0.061, -0.204], [0.005, 0.077, -0.044], [-0.082, -0.083, 0.010], [0.139, 0.135, -0.032], [-0.119, -0.023, 0.008], [0.023, -0.003, 0.019], [-0.022, -0.008, -0.011], [-0.001, -0.011, -0.003], [0.010, -0.001, -0.009], [0.013, 0.005, -0.014], [-0.012, 0.006, 0.012], [-0.026, 0.009, 0.023], [-0.002, 0.024, 0.029], [0.004, -0.016, -0.010], [-0.024, -0.053, 0.005], [0.008, -0.029, -0.070], [-0.088, 0.137, 0.456], [0.086, -0.108, -0.413], [0.153, -0.167, -0.012], [-0.126, 0.042, 0.044], [-0.228, 0.161, -0.040], [0.089, -0.052, -0.015], [-0.115, 0.107, 0.063], [-0.009, 0.017, 0.002], [0.020, -0.017, 0.030], [0.128, -0.109, -0.065], [-0.005, -0.002, -0.002]],
  "e_above_lowest_kcal_mol": 0.0,
  "orbital_gap_ev": 7.98,
  "charge": -1,
  "e_tot_ha": -6321.55728
}

***

[2]
{
  "formula": "C5H13P",
  "method": "ωB97M-V/def2-TZVPD",
  "species": ["C", "C", "C", "C", "C", "P", "H", "H", "H", "H", "H", "H", "H", "H", "H", "H", "H", "H", "H"],
  "coordinates": [[0.899, -1.524, 0.043], [1.411, 0.563, -1.123], [-1.697, -0.378, 1.579], [0.334, -0.136, -0.319], [-0.276, 0.791, 0.653], [-1.285, 2.181, -0.075], [0.150, -2.216, 0.403], [1.693, -1.476, 0.794], [1.279, -2.026, -0.831], [2.339, 0.894, -0.643], [1.206, 1.404, -1.770], [1.761, -0.256, -1.828], [-0.981, -1.016, 2.152], [-2.299, 0.103, 2.257], [-2.059, -0.865, 0.677], [-0.392, -0.401, -1.030], [0.441, 1.072, 1.516], [-2.292, 1.373, -0.525], [-0.742, 2.134, -1.336]],
  "forces_ev_per_angstrom": [[-0.128, 0.231, 1.253], [2.041, -1.250, -1.915], [5.604, 0.176, -2.300], [1.483, -0.277, -0.559], [-2.170, -1.429, 3.918], [0.636, 0.170, 1.358], [-0.402, 0.058, 0.404], [0.022, 0.013, -0.073], [0.351, 0.157, -0.453], [-0.283, -0.348, 0.775], [-0.894, 0.206, -0.008], [-0.112, 1.140, 0.457], [-0.773, 0.238, -0.603], [-1.716, 1.401, 0.945], [-0.484, 0.080, 0.420], [-1.463, -0.044, -1.154], [-1.264, -0.192, -1.452], [-0.985, -0.618, -0.179], [0.538, 0.288, -0.836]],
  "e_above_lowest_kcal_mol": 53.4,
  "orbital_gap_ev": 10.28,
  "e_tot_ha": -539.54567
}